No. 1
{
  "formula": "C24H17BBrNO10RhS3",
  "method": "ωB97M-V/def2-TZVPD",
  "elements": ["Rh", "O", "S", "O", "O", "C", "C", "C", "C", "C", "C", "S", "O", "O", "O", "H", "H", "H", "H", "O", "C", "O", "C", "C", "C", "C", "S", "C", "C", "H", "H", "H", "H", "H", "Br", "C", "C", "C", "C", "N", "C", "H", "H", "H", "H", "O", "B", "O", "C", "C", "C", "C", "C", "C", "H", "H", "H", "H"],
  "positions_angstrom": [[0.33, 0.68, -0.70], [-0.21, 0.22, -4.24], [0.46, -0.86, -3.58], [0.05, -2.19, -4.00], [0.41, -0.81, -2.08], [2.21, -0.78, -4.02], [2.66, -1.70, -4.96], [4.00, -1.72, -5.33], [4.88, -0.80, -4.78], [4.43, 0.13, -3.87], [3.09, 0.14, -3.50], [2.63, 1.31, -2.23], [3.65, 2.33, -2.25], [1.28, 1.84, -2.49], [2.65, 0.52, -0.98], [1.94, -2.38, -5.38], [4.35, -2.46, -6.04], [5.92, -0.82, -5.07], [5.07, 0.87, -3.42], [-0.70, -4.40, 6.62], [0.35, -4.59, 5.75], [1.09, -5.54, 5.92], [0.45, -3.62, 4.66], [-0.03, -2.30, 4.80], [0.01, -1.44, 3.74], [0.48, -1.87, 2.49], [0.32, -0.76, 1.12], [1.00, -3.16, 2.35], [1.00, -4.01, 3.43], [-1.29, -3.71, 6.28], [-0.37, -1.95, 5.76], [-0.34, -0.42, 3.83], [1.38, -3.48, 1.39], [1.40, -5.01, 3.36], [-2.01, 4.67, 2.95], [-0.50, 3.96, 2.05], [0.76, 4.51, 2.30], [1.82, 3.93, 1.58], [1.59, 2.91, 0.70], [0.34, 2.39, 0.46], [-0.70, 2.94, 1.16], [0.90, 5.33, 2.98], [2.82, 4.29, 1.70], [2.40, 2.47, 0.14], [-1.69, 2.54, 0.99], [-2.50, 1.35, -1.87], [-1.68, 0.78, -0.93], [-2.47, 0.26, 0.11], [-3.76, 0.55, -0.20], [-4.91, 0.33, 0.53], [-6.10, 0.79, -0.02], [-6.12, 1.44, -1.25], [-4.96, 1.67, -1.98], [-3.78, 1.22, -1.43], [-4.89, -0.18, 1.48], [-7.03, 0.63, 0.51], [-7.07, 1.78, -1.65], [-4.98, 2.17, -2.93]],
  "largest_force_ha_per_bohr": 0.0589,
  "total_charge": -1,
  "homo_ev": [-4.7265, -4.7264],
  "total_energy_ha": -5636.089625,
  "lumo_energy_ev": [1.177, 1.178],
  "mol_weight_g_mol": 769.22
}

---

No. 2
{
  "formula": "C24H17BrMgN4",
  "method": "ωB97M-V/def2-TZVPD",
  "elements": ["Mg", "C", "C", "C", "C", "C", "C", "N", "N", "C", "C", "C", "C", "C", "C", "H", "H", "H", "H", "H", "H", "H", "H", "H", "N", "C", "C", "C", "C", "N", "C", "C", "H", "H", "H", "H", "Br", "C", "C", "C", "C", "C", "C", "H", "H", "H", "H"],
  "positions_angstrom": [[-0.13, -1.21, -0.33], [4.82, -0.56, 0.21], [3.86, -1.37, -0.37], [2.61, -0.90, -0.69], [2.22, 0.38, -0.35], [3.26, 1.32, -0.03], [4.51, 0.81, 0.37], [0.83, 0.53, -0.45], [0.40, 1.82, -0.16], [-2.07, 1.15, -0.37], [-3.29, 1.83, -0.52], [-4.47, 1.26, -0.01], [-4.38, -0.01, 0.56], [-3.20, -0.72, 0.43], [-2.03, -0.22, -0.03], [5.84, -0.95, 0.42], [4.09, -2.42, -0.59], [1.84, -1.52, -1.17], [3.05, 2.38, 0.04], [5.24, 1.47, 0.82], [-3.33, 2.85, -0.89], [-5.38, 1.81, -0.03], [-5.23, -0.51, 1.06], [-3.22, -1.79, 0.71], [-0.05, 7.35, 0.17], [0.06, 6.17, 0.12], [0.05, 4.81, 0.00], [-0.59, 4.38, -1.17], [-1.13, 3.12, -1.38], [-0.99, 2.07, -0.48], [0.93, 2.64, 0.86], [0.78, 4.02, 0.91], [-0.75, 5.12, -1.97], [-1.90, 2.98, -2.13], [1.72, 2.19, 1.43], [1.41, 4.60, 1.63], [-0.82, -7.95, 0.24], [-0.62, -6.09, 0.33], [-1.70, -5.24, 0.01], [-1.52, -3.87, 0.08], [-0.26, -3.26, 0.32], [0.77, -4.15, 0.57], [0.62, -5.52, 0.60], [-2.69, -5.71, -0.25], [-2.43, -3.23, -0.08], [1.75, -3.72, 0.80], [1.52, -6.12, 0.75]],
  "largest_force_ha_per_bohr": 0.1240,
  "homo_ev": [-7.8116, -7.8111],
  "total_energy_ha": -3917.649156,
  "lumo_energy_ev": [-2.788, -2.789],
  "mol_weight_g_mol": 465.64
}

---

No. 3
{
  "formula": "C24H17N10O2OsSSe",
  "method": "ωB97M-V/def2-TZVPD",
  "elements": ["Os", "N", "C", "S", "N", "N", "C", "C", "C", "C", "C", "C", "N", "H", "H", "H", "H", "H", "H", "H", "O", "N", "O", "C", "C", "C", "C", "C", "C", "N", "C", "C", "N", "C", "C", "C", "C", "H", "H", "H", "H", "H", "H", "H", "Se", "N", "C", "C", "C", "C", "N", "C", "N", "H", "H", "H"],
  "positions_angstrom": [[-1.95, 0.26, 0.14], [-4.60, 0.51, 3.59], [-3.90, 0.19, 2.52], [-2.71, 1.41, 1.93], [-4.09, -0.94, 1.92], [-3.39, -1.07, 0.76], [-3.63, -2.09, 0.02], [-3.00, -2.07, -1.28], [-3.21, -3.04, -2.25], [-2.67, -2.86, -3.51], [-1.94, -1.71, -3.78], [-1.74, -0.80, -2.77], [-2.24, -0.98, -1.53], [-4.49, 1.40, 4.05], [-5.31, -0.12, 3.93], [-4.34, -2.85, 0.32], [-3.81, -3.91, -2.01], [-2.83, -3.61, -4.28], [-1.54, -1.52, -4.76], [-1.18, 0.11, -2.94], [3.99, 3.65, 0.67], [4.27, 2.69, -0.02], [5.28, 2.48, -0.63], [3.18, 1.64, -0.10], [3.16, -0.33, 0.93], [1.98, -1.26, 1.13], [1.94, -2.28, 2.08], [0.71, -2.85, 2.41], [-0.45, -2.33, 1.86], [-0.41, -1.38, 0.91], [0.78, -0.93, 0.52], [0.76, 1.38, -0.13], [-0.59, 1.85, -0.36], [-0.76, 2.98, -0.99], [0.31, 3.74, -1.52], [1.66, 3.33, -1.37], [1.90, 2.18, -0.70], [4.02, -0.64, 1.52], [2.85, -2.61, 2.57], [0.65, -3.65, 3.13], [-1.43, -2.66, 2.18], [-1.78, 3.31, -1.13], [0.08, 4.66, -2.05], [2.46, 3.94, -1.77], [2.13, 2.40, 3.47], [3.30, 1.65, 2.52], [2.72, 1.14, 1.35], [3.60, 0.20, -0.50], [2.86, -0.35, -1.68], [1.54, -0.43, -1.69], [0.73, -0.02, -0.56], [1.25, 1.49, 1.32], [0.73, 2.13, 2.29], [4.67, 0.14, -0.65], [3.43, -0.69, -2.53], [1.00, -0.85, -2.52]],
  "largest_force_ha_per_bohr": 0.0627,
  "total_charge": 3,
  "homo_ev": [-16.2504, -16.3567],
  "total_energy_ha": -4511.848452,
  "lumo_energy_ev": [-11.864, -11.861],
  "mol_weight_g_mol": 778.73
}

---

No. 4
{
  "formula": "C24H17N3O3",
  "method": "ωB97M-V/def2-TZVPD",
  "elements": ["C", "N", "C", "O", "C", "C", "C", "C", "C", "C", "N", "C", "N", "C", "C", "C", "C", "C", "C", "C", "O", "C", "O", "C", "C", "C", "C", "C", "C", "C", "H", "H", "H", "H", "H", "H", "H", "H", "H", "H", "H", "H", "H", "H", "H", "H", "H"],
  "positions_angstrom": [[-2.64, 0.82, 2.00], [-1.67, 1.56, 1.27], [-2.01, 2.51, 0.34], [-2.95, 3.22, 0.64], [-1.11, 2.83, -0.80], [-0.79, 4.16, -1.00], [0.05, 4.45, -2.14], [0.70, 3.49, -2.88], [0.34, 2.17, -2.63], [-0.60, 1.76, -1.73], [-0.83, 0.41, -1.58], [-0.60, -0.14, -0.25], [-0.71, -1.46, 0.00], [-0.88, -2.35, -1.07], [-1.08, -3.69, -0.73], [-1.43, -4.66, -1.70], [-1.65, -4.28, -3.01], [-1.43, -2.95, -3.41], [-1.14, -1.97, -2.39], [-1.00, -0.47, -2.65], [-1.00, -0.11, -3.83], [-0.50, 0.79, 0.93], [0.70, 1.46, 1.09], [0.44, 0.65, 2.20], [1.76, -0.13, 2.54], [2.41, -1.07, 1.61], [3.57, -1.62, 2.02], [4.12, -1.37, 3.34], [3.63, -0.41, 4.13], [2.42, 0.20, 3.76], [-2.35, 0.55, 2.94], [-2.62, -0.09, 1.41], [-3.63, 1.14, 1.91], [-1.36, 4.96, -0.42], [0.44, 5.41, -2.36], [1.58, 3.79, -3.37], [0.82, 1.47, -3.18], [-1.00, -3.98, 0.20], [-1.57, -5.75, -1.39], [-1.87, -5.08, -3.82], [-1.64, -2.61, -4.40], [0.22, 1.20, 3.08], [1.88, -1.28, 0.61], [4.07, -2.35, 1.46], [4.80, -2.06, 3.79], [4.15, -0.13, 5.03], [1.97, 1.02, 4.39]],
  "largest_force_ha_per_bohr": 0.1121,
  "homo_ev": -8.8992,
  "total_energy_ha": -1314.628228,
  "lumo_energy_ev": -0.158,
  "mol_weight_g_mol": 395.42
}

---

No. 5
{
  "formula": "C24H17N5PtS2",
  "method": "ωB97M-V/def2-TZVPD",
  "elements": ["Pt", "C", "C", "C", "C", "C", "C", "N", "C", "C", "C", "C", "C", "C", "N", "N", "C", "C", "C", "C", "C", "N", "H", "H", "H", "H", "H", "H", "H", "H", "H", "H", "H", "H", "H", "S", "C", "N", "C", "C", "C", "C", "C", "C", "S", "H", "H", "H", "H"],
  "positions_angstrom": [[0.54, 0.92, -1.08], [4.00, -1.82, 2.43], [2.72, -1.65, 2.94], [1.87, -0.70, 2.39], [2.30, 0.09, 1.33], [3.57, -0.09, 0.81], [4.42, -1.04, 1.36], [1.42, 1.04, 0.74], [0.93, 2.05, 1.45], [1.31, 2.42, 2.78], [0.75, 3.50, 3.38], [-0.25, 4.31, 2.74], [-0.64, 4.01, 1.48], [-0.06, 2.89, 0.83], [-0.39, 2.49, -0.43], [-1.27, 3.08, -1.15], [-1.43, 2.44, -2.38], [-2.36, 2.92, -3.29], [-2.52, 2.26, -4.50], [-1.75, 1.14, -4.77], [-0.84, 0.71, -3.83], [-0.67, 1.35, -2.67], [4.66, -2.57, 2.85], [2.37, -2.27, 3.76], [0.86, -0.58, 2.77], [3.88, 0.52, -0.03], [5.41, -1.17, 0.95], [2.07, 1.85, 3.29], [1.07, 3.76, 4.38], [-0.68, 5.15, 3.27], [-1.39, 4.59, 0.96], [-2.94, 3.79, -3.02], [-3.24, 2.62, -5.21], [-1.86, 0.59, -5.70], [-0.19, -0.15, -3.98], [1.72, -0.94, -2.04], [0.52, -2.05, -1.43], [-0.51, -1.62, -0.78], [-1.33, -2.68, -0.40], [-2.52, -2.56, 0.32], [-3.24, -3.70, 0.63], [-2.78, -4.96, 0.23], [-1.60, -5.10, -0.48], [-0.89, -3.94, -0.79], [0.61, -3.78, -1.65], [-2.86, -1.57, 0.63], [-4.16, -3.62, 1.19], [-3.36, -5.84, 0.48], [-1.25, -6.07, -0.79]],
  "largest_force_ha_per_bohr": 0.0105,
  "homo_ev": [-7.3568, -7.3554],
  "total_energy_ha": -2114.286897,
  "lumo_energy_ev": [-1.449, -1.450],
  "mol_weight_g_mol": 634.65
}